Density functional theory data (ωB97M-V/def2-TZVPD) for C38H25Br4MoN7O2PSe3 as an isolated structure at a distorted geometry.

Energy = -541687.48266 eV
HOMO level (spin up / spin down) = -9.65 / -9.54 eV
Lowest unoccupied orbital energy (spin up / spin down) = -0.1653 / -0.1790 hartree
Charge = +1
Gap between HOMO and LUMO (spin up / spin down) = 5.154 / 4.669 eV
Energy relative to the best compared isomer or geometry (same formula, charge and spin) = 59.7 kJ/mol

Last column: Löwdin charge in e.
Cartesian coordinates (Å):
Mo (-0.51965, 0.15756, 0.01782)  1.46
N (-1.93755, -3.94382, -0.73712)  0.17
C (-1.66244, -2.80054, -0.12388)  -0.11
N (-1.62869, -1.63998, -0.72201)  0.02
C (-1.88155, -1.56319, -2.08420)  -0.27
N (-1.87380, -0.41047, -2.65390)  0.12
N (-1.60375, 0.57647, -1.72619)  -0.15
C (-1.93841, 1.77262, -2.09110)  -0.02
C (-1.78619, 2.74792, -1.06216)  -0.25
C (-2.16032, 4.08826, -1.17599)  0.01
C (-2.08343, 4.89341, -0.06413)  -0.03
C (-1.65085, 4.33209, 1.13732)  -0.02
C (-1.27052, 3.00952, 1.17445)  -0.24
N (-1.31638, 2.20830, 0.08892)  -0.14
C (-2.09609, -2.79561, -2.82716)  -0.07
C (-2.24453, -2.81716, -4.21666)  0.01
C (-2.39913, -4.02056, -4.86905)  -0.04
C (-2.40285, -5.21777, -4.14785)  -0.04
C (-2.26350, -5.21743, -2.77552)  0.00
C (-2.11234, -3.99943, -2.12243)  -0.16
H (-1.88078, -4.80351, -0.20511)  0.17
H (-1.40834, -2.85279, 0.92993)  0.13
H (-2.36764, 1.95430, -3.06552)  0.14
H (-2.51283, 4.46050, -2.12528)  0.13
H (-2.37037, 5.93326, -0.11439)  0.12
H (-1.60634, 4.91760, 2.04247)  0.12
H (-0.91792, 2.54427, 2.08707)  0.05
H (-2.22612, -1.88208, -4.75590)  0.12
H (-2.51109, -4.04178, -5.94176)  0.12
H (-2.51173, -6.15763, -4.66904)  0.12
H (-2.25958, -6.14252, -2.21702)  0.12
Se (3.42473, -1.30422, 2.30226)  0.37
P (2.74991, 0.68154, 2.50718)  0.22
Se (1.45543, 1.60740, 0.93311)  0.54
C (4.10206, 1.90351, 2.52108)  -0.41
C (5.41908, 1.46886, 2.43878)  -0.10
C (6.45767, 2.38654, 2.48342)  -0.07
C (6.18612, 3.73742, 2.61656)  -0.07
C (4.87040, 4.17492, 2.70368)  -0.07
C (3.83330, 3.26363, 2.65545)  -0.12
C (1.89051, 0.95029, 4.10468)  -0.40
C (2.25109, 0.18324, 5.20745)  -0.11
C (1.64716, 0.39509, 6.43660)  -0.07
C (0.66908, 1.36579, 6.57514)  -0.07
C (0.31407, 2.14488, 5.48359)  -0.08
C (0.92804, 1.94494, 4.25999)  -0.13
H (5.62343, 0.41126, 2.33817)  0.05
H (7.47953, 2.04100, 2.41484)  0.11
H (6.99602, 4.45183, 2.65440)  0.11
H (4.65476, 5.22891, 2.80973)  0.11
H (2.81328, 3.61797, 2.71811)  0.08
H (3.00467, -0.58430, 5.08949)  0.07
H (1.94169, -0.20356, 7.28640)  0.11
H (0.19206, 1.52382, 7.53167)  0.11
H (-0.43398, 2.91873, 5.59056)  0.10
H (0.65839, 2.56498, 3.41547)  0.04
Br (3.37570, -5.50279, -1.26125)  0.77
C (2.64950, -3.78040, -1.33422)  -0.74
C (2.87981, -2.96452, -2.48583)  -0.75
Br (3.95034, -3.61443, -3.87759)  0.76
C (2.29280, -1.72530, -2.59235)  -0.65
Br (2.46654, -0.60876, -4.07986)  0.82
C (1.47896, -1.24792, -1.53523)  -0.39
O (0.81047, -0.14432, -1.57418)  -0.23
C (1.33475, -2.02260, -0.34258)  -0.45
O (0.58574, -1.50308, 0.58175)  -0.34
C (1.88072, -3.32106, -0.29017)  -0.67
Br (1.44193, -4.35319, 1.21662)  0.78
Se (-3.48532, 0.50513, 1.57753)  1.18
N (-1.79146, -0.07300, 1.75776)  -0.38
C (-1.71275, -0.80003, 2.87595)  -0.32
C (-0.55146, -1.47312, 3.36122)  -0.03
C (-0.66984, -2.18911, 4.50575)  -0.03
C (-1.90051, -2.28850, 5.23571)  -0.04
C (-3.02460, -1.67016, 4.80795)  -0.01
C (-2.96497, -0.90887, 3.59565)  -0.36
N (-4.00304, -0.29644, 3.05764)  -0.21
H (0.38704, -1.41806, 2.82904)  0.06
H (0.20204, -2.69494, 4.89504)  0.12
H (-1.91510, -2.87217, 6.14358)  0.11
H (-3.96315, -1.73018, 5.33614)  0.12